Density functional theory data (wB97M-V/def2-TZVPD) for a cluster of 2 separate species, C9H14 in total at a distorted geometry.

```
23
Properties=species:S:1:pos:R:3:forces:R:3
C -0.1446 -1.1842 1.3236 0.874 -0.030 -1.641
C -1.1567 -0.2379 0.7168 0.594 1.284 -1.254
C -2.2759 -0.5556 -0.1084 2.092 -0.426 2.321
C -3.0210 0.4787 -0.5640 -2.022 -0.132 -2.486
C -2.5776 1.7920 -0.6697 -0.030 0.010 0.343
C -1.4245 2.1354 -0.0078 0.098 -1.217 1.145
C -0.7939 1.1213 0.7291 0.140 0.689 1.382
H 0.0374 -1.9820 0.5683 -0.557 -0.272 1.120
H -0.2830 -1.4430 2.3532 -0.667 -0.859 0.357
H 0.8630 -0.7478 1.3433 -0.332 0.523 -0.095
H -2.5400 -1.5830 -0.3099 -0.246 -0.086 0.218
H -3.9699 0.1531 -1.0459 0.669 0.686 0.127
H -3.1095 2.5379 -1.2240 -0.492 0.136 -0.133
H -1.0733 3.1395 0.1391 0.049 0.326 -0.409
H -0.0713 1.4833 1.5022 -0.153 -0.635 -1.003
C 4.5759 -0.9544 -0.0021 1.509 1.649 -0.078
C 4.1237 -1.5711 -1.3112 -3.463 0.045 0.504
H 4.6682 -1.5979 0.8625 -0.339 -0.755 -0.142
H 5.6131 -0.5849 -0.1253 -0.376 0.078 0.034
H 4.0127 -0.0821 0.3699 -0.127 -0.343 -0.518
H 3.8643 -0.9258 -2.1913 0.003 0.208 1.302
H 3.1776 -2.1800 -1.0546 1.353 0.682 -0.856
H 4.8291 -2.1879 -1.7601 1.422 -1.563 -0.239
```
Forces are in eV/Å.

Values from the calculation:
LUMO level in eV: 0.92
Highest occupied orbital energy in eV: -8.9
DFT total energy in hartree: -351.28385
Energy relative to the best compared isomer or geometry (same formula, charge and spin) in kJ/mol: 121.7
Gap between HOMO and LUMO in eV: 9.9
Charge: 0

=====

Density functional theory data (wB97M-V/def2-TZVPD) for a cluster of 2 separate species, C22H41BNO3P in total.

```
69
Properties=species:S:1:pos:R:3:forces:R:3
C 3.5025 1.6752 3.9592 -0.109 0.041 -0.157
C 4.2823 2.3924 2.8551 0.121 -0.092 0.266
C 5.0053 1.4172 1.9307 -0.041 0.108 -0.145
C 5.6365 2.0801 0.6936 -0.167 -0.052 0.108
C 5.5530 1.2270 -0.5848 0.268 0.178 -0.014
C 4.4362 1.6309 -1.5577 -0.206 -0.325 -0.021
C 3.0510 1.8738 -0.9209 0.011 -0.058 0.152
P 1.8262 0.5393 -1.3292 -0.150 -0.089 -0.477
C 0.2620 1.2746 -0.6580 -0.028 0.135 0.219
C 0.1834 1.7333 0.8122 0.286 -0.184 -0.043
C -0.4706 0.7463 1.7788 -0.106 0.161 0.260
C -1.9496 0.4701 1.5168 0.199 0.365 -0.498
N -2.1671 -0.5892 0.5201 -0.172 -0.414 0.107
C -1.7904 -1.9226 1.0014 0.280 0.069 0.041
C -3.4655 -0.5358 -0.0531 0.240 0.501 0.187
C -3.6210 0.4836 -1.1478 0.132 0.121 0.063
O -4.3612 -1.2574 0.2973 -0.340 -0.561 -0.181
B 2.3013 -0.9280 -0.1253 0.005 -0.139 0.250
O 2.4165 -0.7981 1.2512 -0.527 0.151 -0.121
O 2.5480 -2.1434 -0.7096 0.362 0.354 -0.153
C 3.7130 -2.8811 -0.3027 -0.183 -0.334 0.136
C 3.3506 -4.0379 0.6123 -0.118 0.141 -0.003
H 4.0828 0.8426 4.3648 0.000 0.087 0.076
H 2.5693 1.2606 3.5670 0.072 -0.041 0.001
H 3.2477 2.3582 4.7719 0.004 -0.076 0.005
H 3.5990 3.0189 2.2701 0.066 0.005 0.031
H 5.0125 3.0625 3.3221 -0.024 0.056 -0.140
H 4.2924 0.6544 1.6101 0.006 -0.029 0.045
H 5.7885 0.9054 2.5001 -0.118 -0.106 -0.007
H 6.6817 2.3139 0.9104 -0.069 0.100 -0.033
H 5.1195 3.0316 0.5243 0.175 0.019 -0.088
H 5.4739 0.1660 -0.3164 -0.098 0.073 0.030
H 6.5024 1.3201 -1.1208 -0.076 -0.109 -0.067
H 4.7457 2.5123 -2.1257 0.005 0.055 0.187
H 4.3250 0.8345 -2.3026 0.118 0.100 -0.055
H 3.1273 2.0331 0.1556 0.035 0.057 -0.021
H 2.5890 2.7751 -1.3361 0.065 -0.019 0.020
H -0.5380 0.5673 -0.8867 0.011 0.052 0.015
H 0.1020 2.1396 -1.3113 -0.015 -0.074 -0.018
H -0.3429 2.6925 0.8749 -0.066 -0.090 -0.018
H 1.1961 1.9286 1.1791 -0.053 0.052 0.021
H -0.3901 1.1673 2.7873 0.013 -0.024 -0.040
H 0.0899 -0.1879 1.8080 -0.031 -0.020 -0.062
H -2.4823 0.2303 2.4472 0.071 -0.116 -0.021
H -2.3976 1.3887 1.1243 -0.039 -0.035 0.112
H -1.5941 -1.9165 2.0779 -0.179 -0.061 -0.018
H -2.5726 -2.6456 0.7827 -0.013 0.044 0.091
H -0.8710 -2.2499 0.5045 -0.030 0.041 0.019
H -4.6284 0.4503 -1.5562 0.039 0.060 0.039
H -3.3905 1.4804 -0.7657 -0.090 0.004 -0.086
H -2.8798 0.2743 -1.9215 -0.092 -0.011 -0.032
H 2.0184 -1.5594 1.6978 0.530 -0.034 0.033
H 4.1709 -3.2532 -1.2208 -0.059 0.040 0.019
H 4.4278 -2.2135 0.1859 -0.027 -0.002 -0.018
H 4.1727 -4.7525 0.6802 -0.038 0.027 0.006
H 2.4654 -4.5428 0.2208 0.103 -0.073 0.001
H 3.1231 -3.6848 1.6214 0.010 -0.041 -0.032
C -7.1384 -2.2405 -3.1970 -0.006 0.010 -0.008
C -8.0841 -2.0619 -4.1973 0.006 0.001 -0.003
C -9.0348 -1.0570 -4.0821 -0.002 0.001 -0.001
C -9.0403 -0.2325 -2.9656 0.002 0.003 0.002
C -8.0969 -0.4151 -1.9635 0.002 0.007 -0.011
C -7.1442 -1.4188 -2.0777 0.031 -0.011 0.021
H -6.3944 -3.0216 -3.2887 -0.004 -0.009 0.006
H -8.0808 -2.7061 -5.0674 0.003 0.002 -0.004
H -9.7717 -0.9166 -4.8627 -0.002 0.000 -0.002
H -9.7809 0.5521 -2.8761 -0.005 -0.002 0.002
H -8.1034 0.2249 -1.0902 0.001 0.000 0.005
H -6.4083 -1.5595 -1.2958 0.013 0.005 0.023
```
Forces are in eV/Å.

Values from the calculation:
LUMO level in eV: 0.53
Highest occupied orbital energy in eV: -8.1
DFT total energy in hartree: -1509.61485
Gap between HOMO and LUMO in eV: 8.6
Charge: 0

=====

Density functional theory data (wB97M-V/def2-TZVPD) for a cluster of 8 separate species, C27H51Br14N2P in total at a distorted geometry.

```
95
Properties=species:S:1:pos:R:3:forces:R:3
C -3.0337 -5.9962 1.6351 1.161 -0.249 -0.231
C -1.5351 -6.1745 1.0047 -0.649 -0.941 -0.150
C -0.3704 -6.0845 2.1079 -0.483 0.133 -0.206
C -0.1511 -4.5873 2.7072 1.156 -1.015 0.756
C 0.9720 -3.7863 1.8718 -0.353 0.448 0.288
C 0.3950 -2.4403 1.1396 -1.559 -1.164 0.400
C -1.0190 -2.7190 0.4507 -2.974 -1.111 -1.792
N -2.0879 -2.9394 -0.0804 5.803 1.227 2.907
C 0.1126 -1.3169 2.3151 -0.812 0.271 -0.841
C -1.1589 -0.4461 1.8024 -1.970 3.328 -1.407
N -2.0069 0.2936 1.3275 4.965 -4.446 2.914
P 1.7257 -1.7080 -0.0074 0.713 1.718 0.425
C 1.0222 -1.1421 -1.6685 0.391 -0.726 -1.326
C 0.3813 -2.3136 -2.5801 -0.992 0.656 -0.780
C 3.2466 -2.8210 -0.2008 1.087 -0.780 -0.387
C 4.5058 -1.8125 -0.4901 -1.192 0.503 0.211
H -3.8353 -5.9767 0.8052 1.351 0.183 1.387
H -3.0414 -5.0326 2.2760 -0.344 -1.648 -1.067
H -3.2106 -6.9323 2.2773 0.072 1.571 -0.706
H -1.4885 -7.2502 0.5635 -0.055 1.757 0.663
H -1.3937 -5.4689 0.1075 -0.021 -0.898 1.585
H -0.5996 -6.8144 2.9791 0.154 1.236 -1.397
H 0.5955 -6.4873 1.6142 -1.424 0.955 0.909
H 0.2907 -4.7464 3.7711 -0.817 0.364 -1.695
H -1.1281 -4.0099 2.8604 1.344 -0.841 -0.511
H 1.7967 -3.4121 2.5986 -1.315 -0.559 -1.259
H 1.4779 -4.5039 1.1334 -0.873 1.214 0.913
H 1.0720 -0.6769 2.4371 -1.910 -0.750 -0.477
H -0.0826 -1.8054 3.3350 -0.211 0.686 -1.630
H 1.9218 -0.7241 -2.2761 -1.322 -0.517 1.399
H 0.3044 -0.2493 -1.4860 1.130 -1.671 -0.206
H -0.7665 -2.1378 -2.5718 1.919 -0.819 0.095
H 0.6836 -2.2288 -3.6971 -0.313 0.037 1.905
H 0.6619 -3.3776 -2.2568 -0.549 1.639 -0.230
H 3.5140 -3.3411 0.7977 -0.844 0.840 -1.559
H 3.1511 -3.6371 -1.0094 0.239 1.195 1.197
H 4.4155 -1.3581 -1.5491 0.420 -0.886 1.667
H 4.3537 -0.9347 0.2468 0.494 -1.363 -1.162
H 5.5207 -2.3058 -0.2910 -1.589 0.631 -0.530
Br 2.5462 -7.1541 -0.2616 -0.021 -0.034 -0.026
C 2.5646 -8.5920 1.0547 0.205 0.192 0.070
C 3.0184 -9.8921 0.4386 -0.152 -0.272 0.032
Br 1.6000 -10.7038 -0.6237 0.115 0.072 -0.009
H 1.5630 -8.6436 1.4837 0.144 -0.080 -0.123
H 3.2676 -8.2644 1.8230 -0.050 -0.089 -0.093
H 3.2479 -10.6256 1.2137 -0.031 0.148 -0.034
H 3.8828 -9.7808 -0.2166 -0.157 0.083 0.123
Br -4.1586 5.9934 2.3482 0.110 0.020 -0.051
C -2.8213 4.6725 1.8318 -0.277 -0.048 -0.064
C -2.4830 3.7564 2.9819 0.300 -0.137 -0.018
Br -1.3083 4.6361 4.2669 -0.092 -0.027 -0.038
H -1.9606 5.2235 1.4509 -0.104 -0.120 0.125
H -3.2781 4.1109 1.0145 0.093 0.007 0.101
H -1.9201 2.8894 2.6302 -0.106 0.077 -0.029
H -3.3588 3.4146 3.5342 0.109 0.108 -0.128
Br 0.9655 3.3251 -0.6894 0.011 0.057 0.049
C 1.1002 5.0020 0.2948 -0.144 -0.263 0.055
C 0.5124 6.1470 -0.4923 0.074 0.235 0.115
Br 1.7222 6.7268 -1.9068 -0.138 -0.050 0.003
H 2.1533 5.1424 0.5418 -0.169 0.048 -0.100
H 0.5351 4.8377 1.2147 0.046 0.097 -0.075
H 0.3793 7.0239 0.1443 0.046 -0.124 -0.023
H -0.4383 5.9017 -0.9674 0.179 -0.064 0.064
Br -2.9738 0.2645 5.0504 0.049 -0.080 -0.043
C -4.0432 -0.7613 3.7830 -0.043 0.290 -0.084
C -5.4122 -1.0629 4.3403 -0.098 -0.270 -0.017
Br -5.3408 -2.5053 5.6499 -0.023 0.109 0.006
H -3.4712 -1.6560 3.5347 -0.176 0.107 0.048
H -4.1190 -0.1275 2.8978 0.019 -0.115 0.085
H -6.0760 -1.4264 3.5537 0.140 0.052 0.035
H -5.8755 -0.2079 4.8336 0.167 -0.098 -0.081
Br 7.2656 6.2872 -2.2208 0.010 -0.104 -0.038
C 6.2096 5.2545 -3.4928 0.066 0.247 -0.068
C 4.8424 4.9377 -2.9394 -0.069 -0.247 -0.101
Br 4.9249 3.4927 -1.6333 -0.034 0.128 0.030
H 6.7910 4.3662 -3.7420 -0.163 0.105 0.094
H 6.1285 5.8901 -4.3766 -0.069 -0.080 0.105
H 4.1836 4.5697 -3.7282 0.097 0.072 0.054
H 4.3695 5.7861 -2.4450 0.181 -0.131 -0.085
Br 1.9622 7.5130 -6.2374 0.071 0.058 0.088
C 1.1798 8.7362 -4.9368 -0.144 -0.248 -0.015
C 0.2801 9.7450 -5.6066 0.025 0.280 0.074
Br 1.3159 11.1393 -6.4917 -0.075 -0.082 -0.040
H 2.0065 9.1907 -4.3898 -0.171 0.010 -0.129
H 0.6074 8.1010 -4.2587 0.035 0.119 -0.100
H -0.3276 10.2693 -4.8668 0.097 -0.111 -0.032
H -0.3734 9.3066 -6.3613 0.167 -0.013 0.137
Br -3.4371 0.4113 -2.4739 0.042 0.133 0.124
C -4.2253 1.6312 -1.1713 -0.071 -0.235 -0.082
C -5.1351 2.6367 -1.8399 0.033 0.188 0.135
Br -4.1125 4.0407 -2.7278 -0.047 -0.087 -0.001
H -3.4000 2.0903 -0.6256 -0.133 -0.057 -0.119
H -4.7926 0.9920 -0.4922 0.042 0.107 -0.072
H -5.7451 3.1569 -1.0989 0.089 -0.093 -0.035
H -5.7870 2.1936 -2.5933 0.173 0.003 0.124
```
Forces are in eV/Å.

Values from the calculation:
LUMO level in eV: 0.25
Highest occupied orbital energy in eV: -8.2
DFT total energy in hartree: -37546.27872
Gap between HOMO and LUMO in eV: 8.5
Charge: 0

=====

Density functional theory data (wB97M-V/def2-TZVPD) for a cluster of 9 separate species, H18O9 in total at a distorted geometry.

```
27
Properties=species:S:1:pos:R:3:forces:R:3
O 0.1784 -0.5785 0.2917 1.118 1.079 0.129
H -0.2999 -0.2369 1.0473 -0.163 0.263 0.154
H 1.1337 -0.4795 0.5138 -1.384 0.282 -0.208
O 2.5210 -2.0491 0.6949 1.587 1.784 0.533
H 2.5592 -1.1066 0.9513 1.214 -0.705 0.104
H 1.6207 -2.0651 0.4432 -1.858 -1.669 -0.435
O -1.0591 3.3348 2.8374 0.522 -2.660 0.289
H -0.8403 3.5153 3.7475 0.149 -0.046 0.613
H -1.3279 2.3646 2.8091 0.928 1.733 0.438
O -0.0865 -0.4364 -2.4334 -1.616 0.644 3.383
H 0.2661 -0.2437 -1.5300 -0.378 -0.275 -1.039
H 0.5859 -0.7464 -2.9686 2.232 -1.169 -1.441
O -1.9110 -1.6762 -3.4800 0.853 1.100 -0.089
H -1.7841 -0.7043 -3.4893 0.365 -0.966 0.238
H -2.8249 -1.7153 -3.6523 -1.925 -0.665 -0.484
O 0.3931 1.6662 -3.6364 0.580 0.631 -0.989
H -0.2242 1.1491 -3.1186 -0.121 -0.009 0.243
H 0.8998 0.9588 -4.0655 -0.105 0.671 -0.014
O -2.8072 4.1205 1.5549 -1.666 1.461 -3.182
H -2.6107 3.3292 2.0446 -0.071 -0.083 -0.694
H -2.8652 4.0225 0.5475 0.118 -0.394 2.561
O 0.0177 -3.1208 0.3277 0.274 0.414 -2.856
H -0.6090 -2.7334 0.9278 -0.445 0.259 0.160
H -0.0617 -2.5669 -0.5399 -0.253 -1.620 2.379
O 3.0147 -1.5309 3.7176 0.928 0.413 -0.280
H 3.8492 -1.3228 3.2258 -1.360 -0.275 0.498
H 2.2723 -1.1482 3.2317 0.478 -0.201 -0.011
```
Forces are in eV/Å.

Values from the calculation:
LUMO level in eV: -0.83
Highest occupied orbital energy in eV: -10.7
DFT total energy in hartree: -687.83334
Energy relative to the best compared isomer or geometry (same formula, charge and spin) in kJ/mol: 505.3
Gap between HOMO and LUMO in eV: 9.9
Charge: 0

=====

Q: Among the records above, which one has the highest LUMO level?
A: C9H14

=====

Q: Which formula does entry 1 have?
A: C9H14